<i>
Density functional theory data (the ωB97M-V functional and the def2-TZVPD basis) for a 2-piece molecular cluster, C4H10N2O overall.

The HOMO energy (spin up / spin down) comes out at 0.0395 / -0.1810 Eh. Its expectation value of S² is 0.751. The net charge is -1. Its multiplicity is 2.

The geometry in XYZ format:
```
17
C4H10N2O the ωB97M-V functional and the def2-TZVPD basis
N 2.6977 1.0151 -1.1674
C 2.2387 2.1742 -0.6664
N 0.9932 2.3692 -0.3653
H 2.0232 0.2688 -1.2395
H 3.5998 0.9650 -1.6388
H 2.9875 2.9615 -0.5831
H 0.7298 3.3282 -0.5911
C -2.3892 -2.1404 1.5340
C -1.4149 -1.4280 0.9741
O -0.3531 -1.0091 1.7201
C -1.3920 -0.9441 -0.4466
H -3.2008 -2.4968 0.9135
H -2.4220 -2.3436 2.5945
H 0.0392 -0.2058 1.3566
H -2.2544 -1.3221 -0.9950
H -1.3901 0.1455 -0.4816
H -0.4927 -1.3377 -0.9179
```

natural (NBO) population analysis, charges in e, atoms 1 to 2: N -1.06; C -0.04


<ii>
Density functional theory data (the ωB97M-V functional and the def2-TZVPD basis) for an isolated ion of composition C4H10N2O and charge -1.

The HOMO energy (spin up / spin down) comes out at 0.0416 / -0.1810 Eh. Its expectation value of S² is 0.751. The net charge is -1. Its multiplicity is 2.

The geometry in XYZ format:
```
17
C4H10N2O the ωB97M-V functional and the def2-TZVPD basis
O 2.4108 -1.1098 -0.4434
C 1.2110 -1.0527 -0.3258
C 0.4118 -0.2223 0.6843
C 1.3689 0.6033 1.5527
N -0.4688 0.5810 -0.1217
C -1.7201 -0.0596 -0.5529
N -2.6286 0.9632 -0.9918
H 0.5479 -1.6059 -1.0269
H -0.1862 -0.9235 1.3002
H 2.0370 1.1346 0.8798
H 1.8702 -0.1106 2.2021
H 0.7729 1.3009 2.1410
H -0.7078 1.4992 0.2377
H -1.5517 -0.7811 -1.3588
H -2.1089 -0.6744 0.2884
H -3.4831 0.5780 -1.3678
H -2.8867 1.5460 -0.1830
```

natural (NBO) population analysis, charges in e, atoms 1 to 2: O -0.59; C 0.43


How do the structures above rank in stability at the extremes? <ii> comes first and <i> comes last.